{
  "formula": "C15H21ClN7OPdS",
  "method": "ωB97M-V/def2-TZVPD",
  "symbols": ["Pd", "N", "C", "S", "N", "N", "C", "C", "C", "C", "C", "C", "C", "O", "H", "H", "H", "H", "H", "H", "H", "C", "N", "C", "N", "C", "N", "C", "N", "C", "C", "H", "H", "H", "H", "H", "H", "H", "H", "H", "H", "H", "H", "Cl", "C", "H", "H"],
  "coordinates": [[-8.911, 9.703, 9.839], [-10.659, 11.100, 13.545], [-9.743, 10.741, 12.568], [-9.815, 9.094, 12.054], [-8.977, 11.696, 12.131], [-8.083, 11.327, 11.164], [-7.208, 12.172, 10.872], [-6.275, 12.001, 9.793], [-5.191, 12.897, 9.708], [-4.159, 12.833, 8.819], [-4.151, 11.690, 7.988], [-5.159, 10.798, 8.028], [-6.279, 10.948, 8.868], [-7.236, 10.087, 8.590], [-11.329, 10.367, 13.814], [-10.924, 12.073, 13.615], [-7.252, 13.137, 11.370], [-5.122, 13.690, 10.422], [-3.383, 13.561, 8.746], [-3.325, 11.487, 7.302], [-5.083, 9.951, 7.336], [-9.728, 8.824, 6.988], [-9.402, 8.166, 8.299], [-8.189, 7.360, 8.126], [-8.396, 6.309, 7.079], [-8.751, 7.023, 5.838], [-9.938, 7.855, 5.952], [-11.092, 6.935, 6.359], [-10.766, 6.230, 7.573], [-10.545, 7.307, 8.581], [-9.545, 5.470, 7.390], [-8.828, 9.518, 6.734], [-10.584, 9.398, 7.203], [-7.991, 6.774, 9.036], [-7.410, 8.043, 7.809], [-8.878, 6.262, 5.082], [-7.884, 7.685, 5.578], [-11.295, 6.196, 5.552], [-11.940, 7.564, 6.501], [-10.503, 6.914, 9.583], [-11.429, 7.922, 8.557], [-9.644, 4.807, 6.563], [-9.401, 4.933, 8.345], [-12.316, 10.261, 9.620], [-10.631, 11.022, 9.468], [-10.576, 11.760, 10.226], [-10.374, 11.442, 8.555]],
  "homo_lumo_gap_ev": [6.1, 7.0],
  "charge": -1,
  "energy_ha": -2028.963099,
  "relative_energy_ev": 0.000,
  "s_squared": 2.01,
  "max_force_ha_per_bohr": 0.0589,
  "spin_multiplicity": 3
}

{
  "formula": "C15H21F11NO5PS",
  "method": "ωB97M-V/def2-TZVPD",
  "symbols": ["C", "C", "C", "O", "C", "C", "O", "O", "C", "C", "C", "C", "F", "F", "C", "F", "F", "S", "F", "F", "F", "F", "F", "N", "C", "O", "F", "C", "O", "F", "P", "C", "C", "C", "H", "H", "H", "H", "H", "H", "H", "H", "H", "H", "H", "H", "H", "H", "H", "H", "H", "H", "H", "H", "H"],
  "coordinates": [[3.686, 4.040, -0.552], [2.654, 4.994, 0.074], [1.301, 4.996, -0.636], [0.367, 4.203, 0.111], [-0.587, 3.513, -0.645], [-0.074, 2.107, -0.930], [1.018, 1.877, -1.363], [-0.980, 1.143, -0.633], [-0.536, -0.154, -0.147], [-1.802, -0.659, 0.597], [-1.641, -1.749, 1.658], [-1.976, -3.190, 1.257], [-2.398, -3.266, -0.025], [-3.012, -3.646, 1.992], [-0.776, -4.204, 1.363], [0.329, -3.588, 0.968], [-0.999, -5.222, 0.549], [-0.429, -4.948, 3.088], [-1.805, -5.736, 3.004], [-1.148, -3.715, 3.807], [0.950, -4.178, 3.224], [0.330, -6.169, 2.422], [-0.183, -5.589, 4.505], [0.572, -0.011, 0.821], [1.940, -0.212, 0.484], [2.798, 0.580, 0.533], [2.153, -1.497, 0.152], [0.450, 0.736, 2.001], [1.141, 0.635, 2.944], [-0.590, 1.587, 1.959], [-0.197, -1.474, -1.473], [1.062, -0.810, -2.631], [-1.668, -1.383, -2.581], [-2.329, -0.047, -2.943], [3.594, 4.017, -1.641], [3.582, 3.025, -0.169], [4.699, 4.381, -0.319], [2.485, 4.696, 1.113], [3.063, 6.008, 0.059], [0.894, 6.010, -0.723], [1.408, 4.571, -1.640], [-0.795, 3.997, -1.610], [-1.528, 3.466, -0.093], [-2.194, 0.224, 1.106], [-2.561, -0.914, -0.145], [-0.659, -1.734, 2.134], [-2.355, -1.531, 2.457], [0.695, 0.032, -3.217], [1.268, -1.643, -3.313], [1.997, -0.540, -2.146], [-2.426, -2.090, -2.238], [-1.256, -1.816, -3.503], [-2.819, 0.394, -2.073], [-3.107, -0.206, -3.693], [-1.603, 0.688, -3.298]],
  "homo_lumo_gap_ev": 9.5,
  "smiles": "CCCOCC(=O)O[C@](CCC(F)(F)C(F)(F)S(F)(F)(F)(F)F)(N(C(=O)F)C(=O)F)P(C)CC",
  "energy_ha": -2853.138338,
  "max_force_ha_per_bohr": 0.0174
}

{
  "formula": "C15H21F3N2O7",
  "method": "ωB97M-V/def2-TZVPD",
  "symbols": ["O", "N", "O", "C", "C", "C", "O", "N", "C", "C", "C", "C", "F", "F", "F", "H", "H", "H", "H", "H", "H", "H", "H", "H", "O", "C", "C", "C", "C", "O", "H", "H", "H", "H", "H", "H", "O", "C", "C", "C", "C", "O", "H", "H", "H", "H", "H", "H"],
  "coordinates": [[0.749, -1.433, 2.252], [1.616, -0.845, 2.913], [2.120, 0.180, 2.159], [1.325, 1.360, 2.634], [2.212, 2.569, 3.375], [1.694, 4.004, 2.774], [1.853, 5.267, 3.176], [0.922, 3.732, 1.501], [0.627, 2.219, 1.425], [-0.852, 1.795, 0.857], [-1.936, 1.354, 2.009], [-2.206, 2.489, 3.169], [-1.383, 2.310, 4.388], [-3.641, 2.300, 3.601], [-2.140, 3.900, 2.652], [0.594, 0.923, 3.468], [3.380, 2.512, 3.294], [1.852, 2.521, 4.494], [0.058, 4.302, 1.339], [1.324, 1.930, 0.500], [-0.698, 0.839, 0.163], [-1.239, 2.659, 0.138], [-2.978, 1.212, 1.446], [-1.683, 0.276, 2.448], [-0.865, -1.189, -1.786], [-1.497, -1.841, -0.971], [-1.029, -3.107, -0.321], [-2.309, -3.661, 0.252], [-3.115, -2.417, 0.522], [-2.725, -1.489, -0.489], [-0.306, -2.861, 0.462], [-0.590, -3.788, -1.054], [-2.160, -4.279, 1.141], [-2.815, -4.274, -0.504], [-2.891, -1.981, 1.501], [-4.190, -2.605, 0.455], [4.473, -1.580, -4.145], [3.285, -1.336, -4.270], [2.311, -2.145, -5.073], [1.142, -1.201, -5.197], [1.246, -0.380, -3.939], [2.642, -0.299, -3.657], [2.049, -3.047, -4.514], [2.725, -2.401, -6.052], [0.179, -1.709, -5.301], [1.280, -0.557, -6.074], [0.745, -0.855, -3.089], [0.838, 0.626, -4.074]],
  "homo_lumo_gap_ev": 8.5,
  "smiles": "O=NO[C@H]1CC(=O)N[C@@H]1CCC(F)(F)F.O=C1CCCO1.O=C1CCCO1",
  "energy_ha": -1519.714684,
  "max_force_ha_per_bohr": 0.1578
}

{
  "formula": "C15H21F4N3O18",
  "method": "ωB97M-V/def2-TZVPD",
  "symbols": ["O", "C", "O", "C", "C", "F", "O", "H", "H", "H", "O", "C", "O", "C", "C", "F", "O", "H", "H", "H", "O", "C", "O", "C", "C", "F", "O", "H", "H", "H", "O", "C", "O", "C", "C", "F", "O", "H", "H", "H", "C", "N", "O", "O", "H", "H", "H", "C", "N", "O", "O", "H", "H", "H", "C", "N", "O", "O", "H", "H", "H"],
  "coordinates": [[22.757, -19.015, -24.184], [23.947, -18.630, -23.999], [24.916, -19.425, -23.475], [26.148, -18.736, -23.527], [25.746, -17.296, -23.873], [26.422, -16.884, -24.970], [24.383, -17.345, -24.185], [26.711, -18.900, -22.608], [26.703, -19.304, -24.273], [25.932, -16.671, -23.000], [16.699, -12.694, -31.867], [17.162, -12.602, -30.753], [18.394, -13.020, -30.272], [18.541, -12.738, -28.935], [17.218, -12.090, -28.538], [17.521, -10.801, -28.359], [16.416, -12.166, -29.679], [18.661, -13.739, -28.520], [19.401, -12.102, -28.725], [16.747, -12.400, -27.604], [20.486, -14.748, -14.306], [19.860, -15.035, -13.282], [18.568, -14.988, -13.212], [18.163, -15.461, -11.894], [19.307, -16.227, -11.404], [19.172, -17.462, -11.754], [20.325, -15.543, -12.102], [17.962, -14.636, -11.211], [17.264, -16.068, -11.780], [19.429, -16.150, -10.324], [25.017, -22.112, -18.217], [24.461, -21.262, -17.600], [24.942, -20.590, -16.577], [23.959, -19.750, -16.068], [22.942, -19.763, -17.180], [23.179, -18.668, -17.962], [23.158, -20.946, -17.822], [23.548, -20.136, -15.135], [24.200, -18.689, -16.002], [21.912, -19.756, -16.824], [15.015, -13.633, -17.495], [14.231, -13.319, -16.299], [14.258, -14.116, -15.383], [13.614, -12.274, -16.314], [14.998, -14.720, -17.571], [16.050, -13.337, -17.322], [14.608, -13.024, -18.302], [24.136, -8.734, -27.616], [25.414, -8.520, -26.914], [25.836, -7.397, -26.635], [26.001, -9.559, -26.630], [24.333, -9.407, -28.451], [23.832, -7.746, -27.960], [23.435, -9.330, -27.032], [20.733, -14.141, -21.304], [20.028, -13.222, -22.228], [18.756, -13.272, -22.201], [20.708, -12.559, -23.002], [20.749, -15.041, -21.919], [20.046, -14.289, -20.471], [21.677, -13.768, -20.907]],
  "homo_lumo_gap_ev": 10.9,
  "smiles": "O=C1OC[C@@H](F)O1.O=C1OC[C@@H](F)O1.O=C1OC[C@@H](F)O1.O=C1OC[C@@H](F)O1.C[N+](=O)[O-].C[N+](=O)[O-].C[N+](=O)[O-]",
  "energy_ha": -2501.911855,
  "relative_energy_ev": 2.506,
  "max_force_ha_per_bohr": 0.1113
}